Computed, not measured: a structure of composition C5F15HfO15S5, with ωB97M-V/def2-TZVPD.

```
41
Properties=species:S:1:pos:R:3:forces:R:3
Hf 0.65142 -0.40522 -0.03034 -1.342 0.997 1.795
C -3.35272 -2.15278 -0.64060 0.321 0.081 0.191
F -4.26533 -2.69481 0.19271 0.356 0.468 -1.007
F -3.38823 -2.74580 -1.85488 -0.160 0.387 1.068
F -3.57032 -0.84061 -0.77975 0.064 -1.193 0.099
S -1.69018 -2.46934 0.20335 3.320 1.938 1.139
O -1.34139 -1.28904 0.99794 -2.061 1.100 2.296
O -1.70533 -3.71625 0.87454 -1.134 -0.590 -0.389
O -0.55240 -2.24383 -0.70579 1.212 -1.888 -3.678
C 0.21224 -2.04599 3.94137 0.010 1.222 0.946
F 0.10796 -3.36075 3.83076 -0.430 0.314 -0.470
F -0.94667 -1.37995 3.79783 1.031 -1.165 -0.550
F 0.61338 -1.78429 5.19437 0.267 -0.072 -0.040
S 1.58284 -1.39409 2.80058 -0.184 0.958 -3.939
O 1.39345 -2.02888 1.45123 -0.170 -2.285 -0.582
O 1.18568 -0.05768 2.30993 -0.090 1.612 1.644
O 2.86159 -1.62055 3.38625 -0.908 0.012 0.629
C -2.71987 3.07714 0.71154 2.077 -0.982 -1.006
F -3.65698 2.15242 0.59847 -0.301 -0.053 -0.618
F -2.33357 3.57593 -0.51845 -0.997 -0.694 1.385
F -3.16481 4.03694 1.46217 -0.397 1.056 0.367
S -1.19385 2.34123 1.52890 3.193 0.116 3.639
O -0.15325 3.36917 1.40790 -2.065 -0.726 0.032
O -1.54501 1.91379 2.91023 -0.354 1.332 -2.812
O -0.77526 1.13403 0.77699 0.190 -0.684 -1.573
C 4.38648 1.82428 -1.37340 0.944 -0.192 0.077
F 4.16132 1.29057 -2.57337 -0.297 -0.040 0.762
F 5.67399 1.52335 -1.02344 -1.226 0.262 -0.249
F 4.27793 3.14811 -1.48385 -0.139 -0.488 0.345
S 3.29506 1.15563 0.05025 -1.298 -2.059 0.907
O 3.05257 -0.29149 -0.09806 0.852 -2.292 -1.056
O 3.94799 1.45527 1.26584 0.906 1.180 -0.202
O 1.90066 1.54815 -0.10051 -1.714 2.534 -0.667
C -0.66473 -0.64893 -4.39174 0.743 1.276 0.672
F -1.89819 -0.38369 -4.75270 -0.225 0.054 -0.220
F -0.61264 -1.84320 -3.82724 0.349 -0.371 -1.260
F 0.15149 -0.44471 -5.49247 -1.112 -0.848 2.230
S -0.15310 0.43776 -2.87813 1.594 3.152 2.080
O 0.10519 1.82809 -3.18377 -1.425 -1.420 -1.276
O -0.92724 0.19774 -1.64982 -3.505 0.373 -0.422
O 1.04984 -0.16770 -2.33482 4.108 -2.383 -0.286
```
Forces are in eV/Å.

The electronic energy is -132147.910 eV. For the highest occupied orbital energy, the calculation gives -7.232 eV. The net charge is -1. Its LUMO energy is 2.35 eV. For the energy relative to the best compared isomer or geometry (same formula, charge and spin), the calculation gives 3.8589 eV. As for the HOMO-LUMO gap: 9.580 eV. Its largest force on an atom is 4.84 eV/Å.



Computed, not measured: the ion C5H10 with charge -1, with ωB97M-V/def2-TZVPD.

```
15
Properties=species:S:1:pos:R:3:forces:R:3
C 1.24756 1.52397 0.24611 -1.433 3.086 0.649
C 0.72051 0.33216 -0.46838 2.060 -0.194 -3.560
C -0.27692 -0.52969 0.03034 -3.629 -2.444 3.206
C -0.11787 -1.18494 1.21020 -2.275 0.585 -3.773
C -1.64467 -0.71992 -0.70935 3.380 0.885 -1.943
H 0.42458 1.86217 1.01332 1.224 -0.066 -1.631
H 2.12146 1.51028 0.89290 0.374 -0.765 -0.279
H 1.44618 2.33574 -0.58370 -0.403 -1.100 1.854
H 0.48125 0.62834 -1.53203 -0.019 -0.168 1.007
H 1.47537 -0.46129 -0.63214 0.777 0.651 -0.217
H -0.85220 -1.85761 1.49553 -1.554 -1.161 0.566
H 0.60770 -1.08855 1.88040 3.431 0.708 2.300
H -2.20817 -1.57087 -0.43223 -0.996 -0.294 1.446
H -2.00259 0.33847 -0.62610 -0.727 -1.296 -0.702
H -1.42221 -1.11827 -1.78487 -0.211 1.574 1.076
```
Forces are in eV/Å.

The electronic energy is -5343.444 eV. For the highest occupied orbital energy (spin up / spin down), the calculation gives 1.410 / -4.823 eV. The net charge is -1. Its LUMO energy (spin up / spin down) is 4.41 / 4.48 eV. For the energy relative to the best compared isomer or geometry (same formula, charge and spin), the calculation gives 1.5503 eV. As for the HOMO-LUMO gap (spin up / spin down): 3.001 / 9.307 eV. As for the expectation value of S²: 0.75. Its largest force on an atom is 5.42 eV/Å. As for the spin multiplicity: 2.